The following is a quantum chemistry calculation of H4N2Si in the gas phase at a distorted geometry, from the Open Molecules 2025 dataset.

Results
- Gap between HOMO and LUMO (alpha / beta): 8.3 / 8.6 eV
- Lowest unoccupied orbital energy (alpha / beta): -1.78 / -1.43 eV
- Multiplicity: 1
- Energy relative to the best compared isomer or geometry (same formula, charge and spin): 71.8 kcal per mole
- HOMO level (alpha / beta): -10.11 / -10.07 eV

Each line ends with the natural charge from an NBO analysis.
Element x y z (Å)
N: 1.361 -0.535 -0.120  -0.845
N: -1.386 -0.581 -0.077  -0.797
Si: 0.036 0.440 0.008  1.398
H: 1.647 -1.055 -0.947  0.362
H: -1.642 -0.878 0.926  0.331
H: -0.281 1.162 1.207  -0.233
H: 0.266 1.447 -0.998  -0.215

=====

The following is a quantum chemistry calculation of a gas-phase ion, H4NO2Si (charge -1) at a distorted geometry, from the Open Molecules 2025 dataset.

Results
- Gap between HOMO and LUMO: 6.8 eV
- Lowest unoccupied orbital energy: 4.32 eV
- Multiplicity: 1
- Energy relative to the best compared isomer or geometry (same formula, charge and spin): 29.1 kcal per mole
- HOMO level: -2.48 eV
- Structure (SMILES): [O-]NO[SiH3]
- Charge: -1

Each line ends with the natural charge from an NBO analysis.
Element x y z (Å)
O: -1.876 -0.657 -1.108  -0.630
N: -1.841 -0.187 0.077  -0.028
O: -0.341 -0.451 0.755  -1.018
Si: 0.993 0.049 0.114  1.235
H: -1.611 0.895 0.199  0.206
H: 1.929 -0.639 1.069  -0.259
H: 1.123 -0.466 -1.303  -0.234
H: 1.623 1.457 0.196  -0.271

=====

The following is a quantum chemistry calculation of 2 unconnected molecules or ions with the total composition H4NO3SSi at a distorted geometry, from the Open Molecules 2025 dataset.

Results
- Gap between HOMO and LUMO: 7.0 eV
- Lowest unoccupied orbital energy: 3.58 eV
- Multiplicity: 1
- Energy relative to the best compared isomer or geometry (same formula, charge and spin): 15.3 kcal per mole
- HOMO level: -3.41 eV
- Charge: -1

Each line ends with the natural charge from an NBO analysis.
Element x y z (Å)
N: -2.341 -0.428 0.238  -1.365
O: 0.789 -0.874 -0.437  -1.043
O: 1.762 1.231 0.070  -1.050
O: 3.091 -0.833 0.702  -0.965
Si: 0.064 0.587 -0.021  1.565
S: 2.298 -0.222 -0.388  1.666
H: -3.172 0.069 -0.147  0.304
H: -2.290 -1.353 -0.347  0.308
H: -0.303 1.441 -1.089  -0.220
H: 0.101 0.380 1.420  -0.199

=====

The following is a quantum chemistry calculation of a gas-phase ion, H4NOP2 (charge -1) at a distorted geometry, from the Open Molecules 2025 dataset.

Results
- Gap between HOMO and LUMO: 8.4 eV
- Lowest unoccupied orbital energy: 4.80 eV
- Multiplicity: 1
- Energy relative to the best compared isomer or geometry (same formula, charge and spin): 13.4 kcal per mole
- HOMO level: -3.56 eV
- Structure (SMILES): [O-][PH2]=NP
- Charge: -1

Each line ends with the natural charge from an NBO analysis.
Element x y z (Å)
O: -2.443 0.017 0.026  -1.185
P: -1.043 -0.310 0.018  1.744
N: -0.126 1.049 -0.060  -1.442
P: 1.507 1.066 0.158  0.526
H: -0.771 -1.155 1.241  -0.187
H: -0.908 -1.158 -1.095  -0.183
H: 1.822 -0.092 0.692  -0.135
H: 1.961 0.584 -0.980  -0.138